1.
Entry from OMol25: an isolated molecule of C21H27N3O2 (the ωB97M-V functional and the def2-TZVPD basis).

Values from the calculation:
Frontier orbital gap (eV): 8.622
SMILES: CCCCCN1CC(=O)N2[C@@H](Cc3c([nH]c4ccccc34)C2(C)C)C1=O
Max |F| (eV/Å): 0.8
LUMO level (Ha): 0.0242
Total charge: 0
ΔE to the lowest compared entry with this formula, charge and spin (kcal/mol): 4.4

Last column: Löwdin charge in e.
Atoms and positions in Å:
1 C -1.07991 4.19567 0.94145  -0.1046
2 C 0.20182 5.01354 1.06071  -0.2610
3 C 1.42722 4.24692 0.55964  -0.2055
4 C 1.52959 4.22937 -0.96795  -0.1721
5 C 2.28188 2.99763 -1.47891  -0.1386
6 N 1.50243 1.79105 -1.28202  -0.0401
7 C 1.79284 0.93532 -0.29050  -0.4215
8 O 2.78313 1.02141 0.41190  0.0728
9 C 0.79300 -0.19020 -0.05207  -0.1569
10 N -0.56448 0.04194 -0.52072  0.0666
11 C -0.85209 1.03199 -1.38353  -0.4211
12 O -1.95684 1.47896 -1.61716  0.0643
13 C 0.37159 1.55215 -2.13807  -0.0291
14 H 0.62219 0.80710 -2.90878  0.1413
15 H 0.08674 2.47522 -2.64456  0.1312
16 C -1.59227 -0.82961 0.08155  -0.4121
17 C -0.94118 -2.16443 0.32467  -0.1547
18 C 0.32319 -2.53930 -0.03748  -0.1053
19 C 0.47064 -3.91593 0.29887  -0.1137
20 C 1.50899 -4.83940 0.18411  -0.0254
21 C 1.29489 -6.12538 0.62566  -0.1026
22 C 0.07070 -6.51187 1.17830  -0.1010
23 C -0.97259 -5.61982 1.30569  -0.0254
24 C -0.76487 -4.32092 0.86232  -0.1960
25 N -1.60168 -3.23997 0.86239  0.1490
26 H -2.54410 -3.23470 1.21176  0.1582
27 H -1.91850 -5.91881 1.73318  0.1061
28 H -0.05721 -7.53089 1.51196  0.0977
29 H 2.08553 -6.85692 0.54667  0.0970
30 H 2.45679 -4.54661 -0.24190  0.1092
31 C 1.30252 -1.54575 -0.56608  -0.0428
32 H 2.30647 -1.73394 -0.18405  0.1316
33 H 1.34019 -1.55392 -1.65944  0.1312
34 C -2.75269 -1.07193 -0.89389  -0.0070
35 H -3.28975 -0.15131 -1.09532  0.0760
36 H -3.44074 -1.79671 -0.46625  0.0821
37 H -2.37259 -1.46701 -1.83353  0.1029
38 C -2.11189 -0.18738 1.37408  0.0071
39 H -2.54553 0.78191 1.14015  0.0877
40 H -2.87579 -0.80977 1.83245  0.0821
41 H -1.30371 -0.04931 2.08943  0.0868
42 H 0.74536 -0.27860 1.04348  0.1670
43 H 3.21264 2.86678 -0.92321  0.1263
44 H 2.50941 3.09884 -2.54440  0.1268
45 H 0.52778 4.23885 -1.40097  0.0985
46 H 2.04418 5.12599 -1.31717  0.1163
47 H 1.37327 3.22375 0.93448  0.0991
48 H 2.33476 4.69196 0.97127  0.1145
49 H 0.10064 5.94565 0.50023  0.1065
50 H 0.35132 5.27513 2.11045  0.1032
51 H -1.93306 4.77161 1.29269  0.0705
52 H -1.27454 3.89897 -0.08638  0.0582
53 H -1.00571 3.29269 1.54478  0.0685

Cartesian forces (eV/Å) of the 3 atoms listed first:
0.1 0.2 0.0
0.1 -0.2 0.1
-0.2 0.2 -0.1

=====

2.
Entry from OMol25: an isolated molecule of C21H27N3O2S (the ωB97M-V functional and the def2-TZVPD basis).

Values from the calculation:
Frontier orbital gap (eV): 7.727
SMILES: CCCCN(CC)CCNC(=O)c1cc2c(=O)n(C)c3ccccc3c2s1
Max |F| (eV/Å): 0.8
LUMO level (Ha): -0.0120
Total charge: 0
ΔE to the lowest compared entry with this formula, charge and spin (kcal/mol): 14.2

Last column: Löwdin charge in e.
Atoms and positions in Å:
1 C -4.32656 -5.75121 -0.62857  -0.1115
2 C -4.73168 -4.79889 0.49014  -0.2683
3 C -3.80196 -4.86786 1.70155  -0.1947
4 H -3.62365 -5.91044 1.97399  0.1103
5 H -4.28739 -4.38095 2.54864  0.1000
6 C -2.45387 -4.18775 1.44418  -0.2159
7 N -2.62993 -2.78301 1.13458  -0.2002
8 C -1.64086 -2.23195 0.24731  -0.1687
9 H -1.90130 -1.18450 0.07482  0.1219
10 C -0.18412 -2.28573 0.78429  -0.1536
11 N 0.60932 -1.17412 0.32560  0.0419
12 C 0.66680 -0.02204 1.03843  -0.5138
13 O 0.15741 0.10207 2.13719  0.0714
14 C 1.42228 1.07577 0.41222  -0.3932
15 C 1.64231 2.30057 0.97088  -0.0059
16 C 2.40625 3.15378 0.14392  -0.1423
17 C 2.76489 2.56297 -1.05236  -0.3928
18 C 3.53766 3.24734 -2.02948  -0.1616
19 C 3.91134 2.66873 -3.24543  -0.0385
20 C 4.66057 3.37425 -4.15606  -0.0836
21 C 5.04654 4.67662 -3.85662  -0.0741
22 C 4.68929 5.26695 -2.66346  -0.0149
23 C 3.92653 4.57130 -1.71762  -0.1378
24 N 3.56176 5.14822 -0.52015  -0.0077
25 C 2.80459 4.51467 0.46216  -0.3708
26 O 2.51525 5.08314 1.49758  0.0732
27 C 3.97450 6.50596 -0.22579  -0.0204
28 H 5.06217 6.58397 -0.20680  0.1008
29 H 3.56407 7.20247 -0.95789  0.1009
30 H 3.58059 6.74998 0.76053  0.0883
31 H 5.00842 6.27713 -2.47034  0.0987
32 H 5.63525 5.23762 -4.56667  0.1060
33 H 4.94733 2.92453 -5.09361  0.1035
34 H 3.59599 1.65562 -3.44806  0.0972
35 S 2.16071 0.94835 -1.16648  1.1314
36 H 1.27140 2.58024 1.93971  0.1365
37 H 0.95368 -1.19358 -0.62123  0.0967
38 H 0.30606 -3.21758 0.49610  0.1210
39 H -0.20862 -2.21718 1.87473  0.1191
40 H -1.70090 -2.75663 -0.71170  0.1180
41 C -2.93938 -1.92726 2.27360  -0.2401
42 C -4.21993 -1.13579 2.01525  -0.0747
43 H -4.10903 -0.51852 1.12745  0.0685
44 H -4.43682 -0.48908 2.86156  0.0695
45 H -5.05802 -1.81039 1.86139  0.0634
46 H -2.12155 -1.22473 2.47536  0.1037
47 H -3.07133 -2.54283 3.16673  0.1137
48 H -1.80032 -4.34340 2.31942  0.1216
49 H -1.97432 -4.66465 0.58730  0.1104
50 H -4.73092 -3.77401 0.11693  0.0957
51 H -5.74707 -5.04464 0.80927  0.1031
52 H -3.34279 -5.50156 -1.01730  0.0599
53 H -4.30277 -6.77777 -0.26768  0.0710
54 H -5.03785 -5.69417 -1.44953  0.0677

Cartesian forces (eV/Å) of the 3 atoms listed first:
-0.1 0.2 0.1
0.0 -0.2 0.1
0.1 0.1 -0.2

=====

3.
Entry from OMol25: an isolated molecule of C21H27N3O3 (the ωB97M-V functional and the def2-TZVPD basis).

Values from the calculation:
Frontier orbital gap (eV): 7.940
SMILES: COc1cc(/C=N/N2CCN(Cc3ccc(C)cc3)CC2)cc(OC)c1O
Max |F| (eV/Å): 0.9
LUMO level (Ha): 0.0298
Total charge: 0
ΔE to the lowest compared entry with this formula, charge and spin (kcal/mol): 125.9

Last column: Löwdin charge in e.
Atoms and positions in Å:
1 C -1.97691 2.38623 -1.97147  -0.0767
2 O -2.02421 2.78088 -0.62302  -0.1026
3 C -1.00483 2.34835 0.20284  -0.2049
4 C 0.07392 1.58737 -0.19681  0.0145
5 C 1.02152 1.18021 0.74163  -0.2173
6 C 0.87845 1.55512 2.07635  0.0185
7 C -0.19295 2.33555 2.48543  -0.2027
8 C -1.14868 2.73313 1.54186  -0.1759
9 O -2.21744 3.48255 1.93408  0.0915
10 H -2.74095 3.66857 1.14264  0.1064
11 O -0.41531 2.75769 3.76427  -0.0630
12 C 0.52150 2.41064 4.75010  -0.0898
13 H 1.51664 2.80700 4.52032  0.0962
14 H 0.15899 2.86356 5.67172  0.0937
15 H 0.58633 1.32508 4.88388  0.0950
16 H 1.61879 1.22907 2.78984  0.1041
17 C 2.10912 0.31101 0.33923  -0.1170
18 N 2.28211 0.05677 -0.89466  0.0796
19 N 3.21821 -0.73381 -1.42323  -0.1841
20 C 2.82288 -1.17890 -2.74566  -0.1344
21 H 3.70261 -1.60197 -3.23561  0.1155
22 C 1.69678 -2.22603 -2.61378  -0.1580
23 N 1.69176 -2.71847 -1.25412  -0.1828
24 C 3.01453 -3.11341 -0.83547  -0.1561
25 C 3.84946 -1.81510 -0.68351  -0.1242
26 H 4.85927 -1.95214 -1.08069  0.1159
27 H 3.93226 -1.52806 0.36338  0.0968
28 H 2.95132 -3.63372 0.12172  0.1152
29 H 3.49684 -3.79315 -1.56191  0.1185
30 C 0.58460 -3.60446 -0.96583  -0.1480
31 C -0.65747 -2.76706 -0.79271  -0.2216
32 C -0.72248 -1.86561 0.26319  -0.0244
33 C -1.82002 -1.04491 0.42550  -0.0363
34 C -2.88398 -1.09686 -0.46889  -0.2845
35 C -2.81619 -1.99555 -1.52445  -0.0481
36 C -1.71582 -2.82098 -1.68607  -0.0459
37 H -1.68294 -3.51248 -2.51714  0.1090
38 H -3.63158 -2.05029 -2.23274  0.1076
39 C -4.07842 -0.21186 -0.27708  -0.0442
40 H -4.65685 -0.12977 -1.19466  0.0771
41 H -4.72600 -0.62356 0.49761  0.0850
42 H -3.77303 0.78228 0.04133  0.0670
43 H -1.85136 -0.34919 1.25148  0.1156
44 H 0.10365 -1.80252 0.95456  0.1138
45 H 0.79927 -4.12932 -0.03071  0.1241
46 H 0.43694 -4.36055 -1.75735  0.1226
47 H 0.72439 -1.76512 -2.79897  0.1143
48 H 1.84269 -3.04249 -3.34746  0.1200
49 H 2.48209 -0.31161 -3.30978  0.1160
50 H 2.70574 -0.11343 1.15386  0.1150
51 H 0.20942 1.26927 -1.21500  0.1076
52 H -1.09650 2.79625 -2.47530  0.0998
53 H -2.87836 2.79235 -2.42871  0.0970
54 H -1.97609 1.29606 -2.06605  0.0893

Cartesian forces (eV/Å) of the 3 atoms listed first:
0.0 -0.1 -0.3
0.3 0.0 0.8
-0.1 0.1 0.1

=====

4.
Entry from OMol25: an isolated molecule of C21H27N3O3 (the ωB97M-V functional and the def2-TZVPD basis).

Values from the calculation:
Frontier orbital gap (eV): 8.548
SMILES: CCOC(=O)c1ccc(OCCC2CCN(c3ccc(C)nn3)CC2)cc1
Max |F| (eV/Å): 1.1
LUMO level (Ha): 0.0267
Total charge: 0
ΔE to the lowest compared entry with this formula, charge and spin (kcal/mol): 82.5

Last column: Löwdin charge in e.
Atoms and positions in Å:
1 C -3.80272 0.60832 -2.98793  -0.0644
2 C -3.59757 -0.89723 -2.89946  -0.2052
3 H -2.94012 -1.25351 -3.69840  0.1091
4 H -4.55048 -1.43384 -2.94580  0.1231
5 O -3.00788 -1.21598 -1.64104  -0.0071
6 C -1.74450 -1.64599 -1.62100  -0.4503
7 O -1.10774 -1.94218 -2.60661  0.0865
8 C -1.21375 -1.71658 -0.24247  -0.1274
9 C 0.13670 -1.98777 -0.05295  -0.0030
10 C 0.69232 -1.97578 1.21098  -0.0151
11 C -0.10279 -1.67941 2.31779  -0.2879
12 C -1.47563 -1.47610 2.13025  0.0018
13 C -2.02244 -1.48398 0.86934  0.0050
14 H -3.07396 -1.29318 0.72989  0.1209
15 H -2.08087 -1.28175 3.00176  0.1230
16 O 0.32290 -1.58519 3.60312  -0.0320
17 C 1.66008 -1.24787 3.91993  -0.1745
18 C 1.83238 0.23907 4.26680  -0.1229
19 H 2.77821 0.31944 4.80842  0.1172
20 H 1.03002 0.51356 4.95452  0.1202
21 C 1.85917 1.25986 3.11553  -0.3141
22 C 2.85792 0.89729 2.01386  -0.1307
23 H 3.85651 0.76038 2.43396  0.1233
24 H 2.55406 -0.02459 1.51714  0.0971
25 C 2.87327 2.01196 0.96463  -0.1524
26 N 1.55909 2.18357 0.39725  -0.0806
27 C 1.15276 1.60220 -0.76482  -0.2765
28 N -0.12455 1.78951 -1.11248  0.0802
29 N -0.57047 1.42039 -2.27747  0.0603
30 C 0.20578 0.82528 -3.16057  -0.3438
31 C 1.53023 0.48932 -2.83460  -0.0095
32 C 2.01989 0.87851 -1.61762  0.0084
33 H 3.02556 0.61955 -1.32460  0.0993
34 H 2.13546 -0.07426 -3.52964  0.1180
35 C -0.36977 0.47973 -4.49423  -0.0386
36 H -1.27574 1.05071 -4.67306  0.0731
37 H 0.35296 0.68096 -5.28274  0.0775
38 H -0.60933 -0.58286 -4.50952  0.0659
39 C 0.58508 2.58383 1.38857  -0.1463
40 H -0.37337 2.70666 0.88582  0.1072
41 C 0.48560 1.52296 2.48969  -0.1174
42 H -0.21599 1.85628 3.25580  0.1260
43 H 0.09161 0.61413 2.03954  0.0974
44 H 0.90168 3.54300 1.81370  0.1257
45 H 3.60654 1.80879 0.18517  0.1084
46 H 3.15208 2.95905 1.44281  0.1283
47 H 2.19663 2.20438 3.56420  0.1418
48 H 1.89026 -1.83037 4.81881  0.1289
49 H 2.35937 -1.54773 3.13829  0.1041
50 H 1.74171 -2.20485 1.32191  0.1075
51 H 0.74847 -2.19618 -0.91800  0.1210
52 H -2.85590 1.11444 -2.80357  0.0432
53 H -4.52038 0.93269 -2.23880  0.0744
54 H -4.17532 0.87187 -3.97404  0.0760

Cartesian forces (eV/Å) of the 3 atoms listed first:
0.1 -0.4 0.2
-0.1 0.2 -0.6
-0.2 0.0 0.1